The following is a DFT calculation (the ωB97M-V functional and the def2-TZVPD basis) of a structure of composition C16H45CuHgN3O9 in a non-equilibrium geometry.

Geometry as ORCA input:
```
! RIJCOSX wB97M-V def2-TZVPD def2/J DEFGRID3
* xyz 2 2
Hg 3.79 1.38 -0.03
Cu 0.25 -0.61 2.00
C 1.05 1.07 0.10
O 1.87 0.31 0.74
O 1.55 2.04 -0.56
O -0.15 0.71 0.25
C -0.72 5.09 -0.03
O -0.16 4.05 0.76
H -0.10 5.98 0.15
H -0.72 4.87 -1.09
H -1.70 5.43 0.32
H 0.14 3.33 0.20
C -2.68 1.96 -1.99
O -2.27 0.62 -1.68
H -2.89 2.49 -1.06
H -1.96 2.51 -2.60
H -3.58 1.86 -2.60
H -1.60 0.67 -0.99
C 1.23 3.75 -3.45
O 2.64 3.96 -3.52
H 0.69 4.47 -4.04
H 1.03 2.74 -3.84
H 0.86 3.75 -2.42
H 3.12 3.31 -3.02
C 3.28 0.44 -3.43
C 2.91 -0.62 -2.41
C 2.92 -2.03 -3.00
O 2.45 -2.90 -1.99
C 2.32 -4.24 -2.47
N 3.86 -0.56 -1.27
H 2.65 0.43 -4.32
H 4.33 0.34 -3.72
H 3.22 1.41 -2.95
H 1.90 -0.48 -2.01
H 3.91 -2.30 -3.38
H 2.15 -2.03 -3.77
H 3.27 -4.76 -2.56
H 1.89 -4.21 -3.48
H 1.61 -4.79 -1.86
H 3.45 -1.16 -0.55
H 4.73 -1.04 -1.54
C 2.51 -4.30 1.54
C 1.63 -3.08 1.30
C 0.20 -3.52 1.05
O -0.64 -2.36 0.97
C -1.55 -2.40 -0.15
N 1.76 -2.14 2.45
H 2.09 -4.78 2.43
H 3.52 -4.00 1.83
H 2.57 -5.11 0.82
H 2.01 -2.52 0.45
H -0.24 -4.03 1.91
H 0.21 -4.09 0.12
H -2.24 -1.57 -0.08
H -2.08 -3.35 -0.10
H -1.00 -2.34 -1.09
H 2.69 -1.73 2.44
H 1.78 -2.69 3.31
C -2.44 2.16 2.37
C -2.66 0.80 3.03
C -4.16 0.50 3.22
O -4.66 1.54 4.03
C -5.88 1.17 4.62
N -2.01 -0.25 2.17
H -2.61 2.09 1.29
H -1.40 2.46 2.52
H -3.03 2.97 2.80
H -2.23 0.79 4.03
H -4.19 -0.45 3.77
H -4.70 0.51 2.27
H -6.63 0.96 3.84
H -6.36 2.05 5.07
H -5.86 0.40 5.39
H -2.66 -1.04 2.22
H -2.27 0.08 1.24
*
```

Its LUMO energy (spin up / spin down) is -9.71 / -9.71 eV. The value obtained for the total energy is -3271.241093 Ha. As for the molecular weight: 687.684 g/mol. For the energy above the lowest of the compared OMol25 structures with the same formula, charge and spin, the calculation gives 0.000 eV.

Results of the Mulliken charge analysis, in e, for atoms 1 through 8: atom 1 (Hg): 1.139, atom 2 (Cu): -0.232, atom 3 (C): 1.609, atom 4 (O): -0.965, atom 5 (O): -0.820, atom 6 (O): 0.439, atom 7 (C): -0.680, atom 8 (O): -0.459


The following is a DFT calculation (the ωB97M-V functional and the def2-TZVPD basis) of a structure of composition C18H12Co2O7 in a non-equilibrium geometry.

Geometry as ORCA input:
```
! RIJCOSX wB97M-V def2-TZVPD def2/J DEFGRID3
* xyz -2 1
C 3.88 -0.54 1.24
C 2.55 0.20 1.16
C 1.31 -0.62 0.72
C 0.11 -0.34 1.58
C -0.32 1.00 1.79
C -1.66 1.28 2.01
C -2.59 0.23 2.17
C -2.14 -1.10 2.12
C -0.79 -1.39 1.87
O 2.52 1.41 1.45
H 4.01 -1.25 0.43
H 4.67 0.22 1.22
H 3.92 -1.05 2.21
H 1.50 -1.66 0.39
H 0.42 1.79 1.75
H -2.01 2.32 2.05
H -3.66 0.44 2.23
H -2.85 -1.92 2.26
H -0.43 -2.41 1.91
O -2.66 -2.68 -4.14
C -1.56 -2.42 -4.35
Co 0.11 -2.06 -4.71
C 0.86 -3.40 -3.84
O 1.30 -4.33 -3.33
C -0.12 -2.46 -6.41
O -0.30 -2.72 -7.51
C 0.03 -0.51 -3.47
C 0.72 -0.32 -2.31
C 0.60 -0.02 -0.93
Co 1.82 -0.49 -3.73
C 2.77 -1.46 -2.65
O 3.37 -2.05 -1.83
C 2.85 0.93 -3.85
O 3.60 1.82 -3.92
C 2.25 -1.25 -5.37
O 2.91 -1.52 -6.28
H -0.75 0.25 -3.81
H 1.16 0.94 -0.71
H -0.36 -0.25 -0.46
*
```

Its LUMO energy is 5.20 eV. The value obtained for the total energy is -3985.156243 Ha. As for the molecular weight: 458.153 g/mol. For the energy above the lowest of the compared OMol25 structures with the same formula, charge and spin, the calculation gives 0.823 eV.

Results of the Mulliken charge analysis, in e, for atoms 1 through 8: atom 1 (C): -1.224, atom 2 (C): 0.761, atom 3 (C): -0.128, atom 4 (C): 0.136, atom 5 (C): -0.442, atom 6 (C): -0.438, atom 7 (C): -0.416, atom 8 (C): -0.333


The following is a DFT calculation (the ωB97M-V functional and the def2-TZVPD basis) of a cluster of 15 separate species, H28NO17 in total in a non-equilibrium geometry.

Geometry as ORCA input:
```
! RIJCOSX wB97M-V def2-TZVPD def2/J DEFGRID3
* xyz -1 1
N -4.62 6.54 -3.04
O -5.84 6.68 -2.64
O -4.00 5.57 -2.52
O -4.00 7.58 -3.41
O -2.26 5.17 -4.89
H -3.16 5.07 -5.14
H -2.31 5.17 -3.94
O -8.29 7.83 -1.44
H -8.03 8.57 -0.96
H -9.10 8.04 -1.88
O -0.92 6.33 -2.21
H -0.96 5.40 -2.43
H -1.73 6.49 -1.74
O -7.87 5.37 -0.18
H -6.96 5.24 -0.16
H -8.00 6.16 -0.76
O -6.64 3.98 -2.97
H -7.10 4.10 -3.77
H -6.49 4.93 -2.70
O -6.41 9.35 -3.20
H -6.49 8.60 -2.60
H -5.49 9.54 -3.24
O -2.29 4.13 -0.99
H -2.35 4.41 -0.05
H -2.90 4.76 -1.44
O -2.04 7.64 -5.67
H -2.36 7.51 -6.58
H -2.22 6.78 -5.24
O -4.96 5.60 -5.59
H -5.05 6.52 -5.71
H -5.82 5.16 -5.50
O -5.03 2.52 -1.26
H -5.49 3.10 -1.84
H -4.59 2.98 -0.55
O -7.88 6.98 -4.43
H -7.23 6.95 -3.71
H -7.92 7.92 -4.58
O -1.92 9.29 -2.62
H -2.47 8.70 -3.13
H -2.42 10.09 -2.41
O -4.72 8.69 -5.82
H -4.04 8.56 -5.16
H -5.08 9.49 -5.50
O -5.20 5.10 0.23
H -5.24 5.94 0.74
H -4.92 5.40 -0.62
*
```

Its LUMO energy is 2.03 eV. The value obtained for the total energy is -1350.601602 Ha. As for the molecular weight: 314.214 g/mol. For the energy above the lowest of the compared OMol25 structures with the same formula, charge and spin, the calculation gives 1.163 eV.

Results of the Mulliken charge analysis, in e, for atoms 1 through 8: atom 1 (N): 0.784, atom 2 (O): -0.530, atom 3 (O): -0.481, atom 4 (O): -0.381, atom 5 (O): -0.782, atom 6 (H): 0.405, atom 7 (H): 0.289, atom 8 (O): -0.547


The following is a DFT calculation (the ωB97M-V functional and the def2-TZVPD basis) of a structure of composition C51H47AsN2O7P2Ti.

Geometry as ORCA input:
```
! RIJCOSX wB97M-V def2-TZVPD def2/J DEFGRID3
* xyz 2 1
Ti 0.08 -0.49 -0.08
O -1.01 -4.62 -1.13
C -0.49 -3.44 -0.86
O -1.09 -2.51 -0.34
C 0.96 -3.28 -1.20
C 1.80 -4.20 -1.78
C 3.12 -3.83 -1.99
C 3.55 -2.56 -1.62
C 2.63 -1.71 -1.02
N 1.37 -2.06 -0.83
C 2.92 -0.29 -0.60
O 3.94 0.27 -0.84
O 1.85 0.26 -0.01
H -1.93 -4.64 -0.83
H 1.43 -5.18 -2.05
H 3.81 -4.52 -2.45
H 4.57 -2.22 -1.77
C -3.57 0.12 2.46
C -4.54 0.00 1.48
C -4.14 -0.14 0.16
C -2.78 -0.20 -0.17
C -1.79 -0.15 0.83
C -2.22 0.05 2.13
C -2.36 -0.21 -1.59
C -3.28 -0.22 -2.66
C -2.82 -0.16 -3.94
C -1.43 -0.03 -4.20
C -0.92 0.09 -5.51
C 0.42 0.27 -5.71
C 1.29 0.35 -4.60
C 0.81 0.22 -3.32
C -0.56 0.01 -3.11
N -1.04 -0.14 -1.82
H -3.85 0.28 3.50
H -5.58 0.05 1.72
H -4.90 -0.18 -0.60
H -1.51 0.17 2.93
H -4.33 -0.30 -2.47
H -3.51 -0.19 -4.78
H -1.60 0.05 -6.35
H 0.82 0.37 -6.71
H 2.34 0.54 -4.75
H 1.48 0.37 -2.48
C 0.78 3.94 -1.45
O 0.40 2.58 -1.16
P -0.05 2.09 0.28
O -1.29 2.98 0.71
C -2.55 3.06 0.03
O 1.04 2.64 1.29
C 0.80 3.28 2.56
H -0.12 4.53 -1.61
H 1.37 3.91 -2.35
H 1.37 4.35 -0.63
H -2.89 4.09 0.13
H -3.25 2.38 0.51
H -2.43 2.82 -1.03
H 1.56 4.05 2.66
H 0.90 2.55 3.35
H -0.19 3.74 2.57
C 0.87 -0.42 3.76
C 1.40 -0.98 5.07
As 1.21 0.53 6.34
C 1.37 -0.45 8.01
C 2.45 -1.31 8.19
C 2.62 -1.98 9.39
C 1.73 -1.77 10.44
C 0.66 -0.90 10.27
C 0.49 -0.24 9.06
C -0.73 0.62 6.17
C -1.30 1.82 5.74
C -2.67 1.92 5.51
C -3.49 0.82 5.71
C -2.93 -0.38 6.15
C -1.57 -0.47 6.37
P 0.83 -1.54 2.33
C 2.56 -2.11 2.30
C 2.96 -3.44 2.43
C 4.30 -3.77 2.44
C 5.27 -2.79 2.35
C 4.89 -1.46 2.26
C 3.55 -1.12 2.25
C -0.20 -2.95 2.77
C -1.16 -2.81 3.78
C -2.04 -3.85 4.07
C -1.97 -5.04 3.36
C -1.02 -5.19 2.36
C -0.16 -4.15 2.06
H 1.47 0.43 3.44
H -0.14 -0.04 3.93
H 2.44 -1.29 5.01
H 0.82 -1.84 5.42
H 3.17 -1.47 7.40
H 3.46 -2.65 9.52
H 1.87 -2.29 11.38
H -0.03 -0.73 11.08
H -0.35 0.44 8.95
H -0.67 2.69 5.59
H -3.10 2.87 5.19
H -4.55 0.91 5.56
H -3.58 -1.23 6.33
H -1.16 -1.41 6.74
H 2.23 -4.23 2.57
H 4.59 -4.81 2.55
H 6.32 -3.05 2.36
H 5.64 -0.67 2.21
H 3.28 -0.07 2.19
H -1.22 -1.90 4.36
H -2.76 -3.72 4.86
H -2.64 -5.85 3.60
H -0.95 -6.12 1.81
H 0.58 -4.30 1.28
*
```

Its LUMO energy is -6.55 eV. The value obtained for the total energy is -6375.496498 Ha. As for the molecular weight: 984.681 g/mol. For the energy above the lowest of the compared OMol25 structures with the same formula, charge and spin, the calculation gives 0.313 eV.

Results of the Mulliken charge analysis, in e, for atoms 1 through 8: atom 1 (Ti): -1.620, atom 2 (O): -0.488, atom 3 (C): -0.315, atom 4 (O): -0.080, atom 5 (C): -0.151, atom 6 (C): -0.621, atom 7 (C): -0.919, atom 8 (C): -1.132


The following is a DFT calculation (the ωB97M-V functional and the def2-TZVPD basis) of a cluster of 2 separate species, C14H16O in total in a non-equilibrium geometry.

Geometry as ORCA input:
```
! RIJCOSX wB97M-V def2-TZVPD def2/J DEFGRID3
* xyz 0 1
C -2.79 -0.95 1.70
C -3.59 1.35 0.90
C -2.83 0.18 0.73
C -3.45 2.52 0.18
C -2.61 2.55 -0.93
C -1.92 0.29 -0.31
C -1.84 1.42 -1.14
H -4.32 1.33 1.72
H -4.19 3.30 0.30
H -1.89 -0.89 2.32
H -2.81 -1.90 1.17
H -2.39 3.42 -1.55
H -1.07 -0.38 -0.48
H -1.19 1.21 -1.97
H -3.72 -1.02 2.25
C 2.71 1.38 -1.47
C 1.58 -0.20 0.10
C 2.71 0.12 -0.64
C 1.45 -1.47 0.65
C 2.44 -2.42 0.47
C 3.75 -0.79 -0.67
C 3.68 -2.01 -0.04
O 2.46 -3.69 0.98
H 0.83 0.56 0.28
H 0.56 -1.75 1.23
H 2.06 1.27 -2.34
H 3.58 1.88 -1.91
H 4.57 -0.58 -1.38
H 1.63 -4.16 0.91
H 4.49 -2.74 -0.04
H 2.11 2.18 -1.02
*
```

Its LUMO energy is 0.70 eV. The value obtained for the total energy is -618.271222 Ha. As for the molecular weight: 200.281 g/mol. Its structure (SMILES) is Cc1ccc(O)cc1.Cc1ccccc1. For the energy above the lowest of the compared OMol25 structures with the same formula, charge and spin, the calculation gives 1.218 eV.

Results of the Mulliken charge analysis, in e, for atoms 1 through 8: atom 1 (C): -1.318, atom 2 (C): -0.254, atom 3 (C): 0.460, atom 4 (C): -0.623, atom 5 (C): -0.383, atom 6 (C): -0.150, atom 7 (C): -0.601, atom 8 (H): 0.300